# 1
Below is a molecular structure, C13H24N5O5PdS2 in a non-equilibrium geometry, with properties calculated with ωB97M-V with the def2-TZVPD basis set.

Geometry as XYZ:
```
50
Properties=species:S:1:pos:R:3:forces:R:3:lowdin_charge:R:1
Pd -1.322647 -0.090439 -1.043473 -0.589 0.561 0.562 0.96
C -5.100380 2.650735 1.213688 -2.985 1.467 0.431 -0.06
O -3.726007 2.807345 0.851306 1.136 -3.448 -0.193 0.04
C -3.193196 1.648097 0.347765 0.809 3.744 -0.280 -0.49
O -1.970856 1.581018 0.104557 -0.823 0.708 1.098 -0.05
N -4.040981 0.722520 -0.091267 -0.899 -0.724 -0.461 0.06
N -3.540317 -0.032599 -1.135843 0.594 -2.439 -0.619 0.03
H -5.801158 2.938897 0.334361 1.266 -0.618 1.229 0.15
H -5.303960 3.419991 1.995578 0.271 -0.609 -0.640 0.13
H -5.433180 1.665497 1.670931 0.899 1.039 -0.541 0.13
H -5.037328 0.920099 -0.040855 0.135 -0.314 -0.308 0.15
H -3.575160 0.348393 -2.089959 -0.681 0.130 0.555 0.12
H -3.763929 -1.049185 -1.112950 -0.424 1.126 0.123 0.16
O -1.925782 -1.342036 1.723961 3.108 1.063 -4.788 0.15
C -1.328944 -1.100151 0.742790 -3.077 -1.534 5.569 -0.03
O -0.712976 -1.677179 -2.158881 1.230 -0.689 -0.590 -0.66
S 0.835111 -1.897942 -1.927973 -0.371 0.627 -1.338 1.01
C 1.709157 -0.908750 -3.236978 -0.429 1.098 1.272 -0.31
C 1.620852 -1.645846 -4.523525 -0.228 -0.464 -1.073 -0.22
C 1.829314 -3.126729 -4.168977 1.309 -0.326 -0.506 -0.19
C 1.213665 -3.426812 -2.805265 1.035 0.232 0.531 -0.29
H 2.711852 -0.844983 -2.827392 0.406 -0.059 -0.049 0.10
H 1.305514 0.124175 -3.227728 0.068 -0.564 0.021 0.09
H 2.343108 -1.278286 -5.278227 -0.114 -0.225 0.597 0.15
H 0.645499 -1.487219 -5.005794 0.080 -0.143 0.325 0.13
H 2.923410 -3.409189 -4.129923 -1.117 0.536 -0.101 0.15
H 1.385964 -3.776035 -4.924981 0.007 0.049 0.073 0.13
H 1.938374 -3.910484 -2.127802 -0.605 -0.305 -0.344 0.11
H 0.274197 -3.922536 -2.882316 -0.666 -0.678 0.262 0.10
C 1.682484 -1.186698 5.459869 0.097 -0.258 0.233 -0.08
C 2.982342 -1.238284 4.621273 0.797 0.010 0.593 -0.31
S 2.884857 -0.760875 2.852015 -0.234 1.152 1.514 1.14
O 1.541538 -0.982765 2.315223 -0.471 -0.675 -0.606 -0.35
C 3.115069 1.073565 2.853373 0.617 -0.235 0.076 -0.30
C 1.781390 1.750947 3.116565 0.171 0.854 -0.436 -0.09
H 1.842887 -1.884808 6.329617 -0.290 0.534 -1.022 0.12
H 0.835875 -1.506371 4.837543 0.139 -0.123 0.489 0.08
H 1.455714 -0.199861 5.904627 0.317 -0.374 -0.509 0.09
H 3.455344 -2.235905 4.619631 -0.265 0.384 0.016 0.11
H 3.739675 -0.495741 4.959055 -0.278 -0.600 -0.096 0.11
H 3.583508 1.266744 1.901805 -0.104 0.282 -0.502 0.09
H 3.887466 1.265239 3.601888 -0.093 -0.086 0.062 0.11
H 1.031565 1.307075 2.458509 -0.085 0.330 0.177 0.06
H 1.871838 2.853723 2.887875 -0.011 -1.209 0.262 0.13
H 1.499511 1.631362 4.159722 -0.152 0.056 -0.026 0.08
N -1.717713 1.296691 -2.660854 2.530 2.954 -1.289 0.12
C -0.984478 2.221376 -2.859527 -1.190 -1.382 0.198 -0.19
N -0.078184 3.180216 -2.922137 -0.676 -0.022 -2.001 0.21
C 0.114387 3.938601 -4.014127 -0.554 -2.051 3.638 -0.19
N 0.515707 4.805404 -4.666771 0.388 1.223 -1.588 0.32
```
Positions in Å, forces in eV/Å.

Values from the calculation:
Spin multiplicity ... 5
Kohn-Sham gap (spin up / spin down) ... 9.48 / 6.32 eV
ΔE to the lowest compared entry with this formula, charge and spin ... 0.102 eV
⟨S²⟩ ... 6.05
Maximum force ... 6.5 eV/A
Charge ... +3
Highest occupied orbital energy (spin up / spin down) ... -17.91 / -18.56 eV
DFT total energy ... -56673.41408 eV

# 2
Below is a single C5H10O molecule, with properties calculated with ωB97M-V with the def2-TZVPD basis set.

Geometry as XYZ:
```
16
Properties=species:S:1:pos:R:3:forces:R:3:lowdin_charge:R:1
C 2.604259 0.186262 0.022058 0.019 -0.004 -0.025 -0.08
C 1.232391 0.135587 0.667954 0.193 -0.045 0.178 -0.28
O 0.244580 0.228323 -0.347645 -0.029 0.015 -0.062 -0.11
C -0.903644 -0.499132 -0.055711 -0.152 -0.192 -0.035 -0.37
C -1.877156 0.030129 0.955258 0.004 0.046 0.227 -0.10
C -2.207317 0.053349 -0.517698 -0.078 0.005 -0.170 -0.09
H 3.392504 0.151059 0.781627 -0.125 0.047 -0.089 0.08
H 2.725698 1.096453 -0.572421 -0.033 -0.081 0.119 0.08
H 2.732475 -0.670503 -0.645396 -0.010 0.093 0.063 0.08
H 1.114368 -0.806168 1.222904 0.001 0.093 -0.095 0.12
H 1.097749 0.954148 1.391855 0.028 -0.108 -0.127 0.12
H -0.767819 -1.581765 -0.113433 -0.014 0.168 0.053 0.15
H -2.394647 -0.669531 1.605491 0.083 0.117 -0.120 0.10
H -1.621672 0.982320 1.410633 -0.062 -0.132 -0.060 0.10
H -2.948520 -0.645048 -0.895759 0.125 0.129 0.067 0.10
H -2.188249 1.017955 -1.014957 0.047 -0.150 0.075 0.11
```
Positions in Å, forces in eV/Å.

Values from the calculation:
Spin multiplicity ... 1
Kohn-Sham gap ... 10.76 eV
ΔE to the lowest compared entry with this formula, charge and spin ... 1.469 eV
Maximum force ... 0.3 eV/A
Highest occupied orbital energy ... -9.55 eV
SMILES ... CCOC1CC1
DFT total energy ... -7393.29591 eV

# 3
Below is a molecular structure, C51H45N7OPS2Sc, with properties calculated with ωB97M-V with the def2-TZVPD basis set.

Geometry as XYZ:
```
108
Properties=species:S:1:pos:R:3:forces:R:3:lowdin_charge:R:1
Sc -0.295933 -0.793644 -0.653149 -0.078 -0.003 0.823 1.02
C 2.983814 0.772180 3.567834 0.005 0.013 0.011 0.01
N 2.567442 -0.027448 2.419867 -0.096 -0.088 -0.041 -0.04
C 1.524174 0.216537 1.597640 0.091 0.129 -0.123 -0.41
N 1.480266 -0.717255 0.643325 -0.200 0.031 0.064 0.03
C 2.518458 -1.581997 0.861570 0.127 -0.087 0.081 -0.14
C 3.205833 -1.165360 1.978965 -0.066 0.017 0.051 -0.09
C 4.409608 -1.718715 2.620183 0.002 0.000 -0.030 -0.20
C 5.584664 -1.838434 1.882241 -0.004 -0.004 -0.003 -0.02
C 6.718281 -2.377368 2.469172 0.010 -0.010 -0.003 -0.05
C 6.684559 -2.798051 3.791354 0.009 -0.002 -0.001 -0.06
C 5.514678 -2.683704 4.529170 -0.004 -0.005 0.010 -0.06
C 4.377555 -2.148239 3.944833 0.005 0.004 0.006 -0.04
C 2.843791 -2.694263 -0.041546 0.017 0.012 -0.038 -0.18
C 2.862225 -2.476887 -1.418096 0.086 -0.028 0.010 -0.06
C 3.215948 -3.501658 -2.281104 0.088 0.024 0.023 -0.08
C 3.571556 -4.742888 -1.771703 0.091 0.036 0.026 -0.09
C 3.561835 -4.961956 -0.401069 0.060 0.007 -0.017 -0.08
C 3.195534 -3.943972 0.463484 -0.024 -0.013 -0.014 -0.03
P 0.558233 1.766001 1.602186 0.018 -0.023 0.013 1.21
C 0.715797 2.129354 -0.176580 -0.008 0.023 0.043 -0.42
N 0.507645 1.271072 -1.173948 0.048 -0.072 -0.091 0.04
C 0.766810 1.943292 -2.345056 0.042 0.027 0.007 -0.13
C 1.119460 3.239107 -2.039836 -0.015 -0.042 -0.009 -0.10
N 1.084350 3.329858 -0.668002 -0.028 -0.076 -0.029 -0.03
C 1.379558 4.540791 0.090690 0.000 0.029 0.023 0.01
C 1.433777 4.391423 -2.901134 0.004 0.015 -0.012 -0.21
C 0.457521 4.890601 -3.760185 0.003 0.002 0.004 -0.02
C 0.746577 5.964092 -4.587561 -0.003 0.002 -0.004 -0.05
C 2.007670 6.543263 -4.559965 0.002 0.009 -0.008 -0.06
C 2.983328 6.049000 -3.705437 0.010 -0.002 0.003 -0.06
C 2.699130 4.973680 -2.878011 -0.006 -0.002 0.003 -0.04
C 0.704318 1.282355 -3.655048 -0.014 0.000 -0.030 -0.15
C 1.473347 1.732914 -4.728596 -0.003 -0.009 0.000 -0.01
C 1.417488 1.082719 -5.950428 0.009 0.009 -0.007 -0.05
C 0.607004 -0.031082 -6.121546 -0.011 -0.013 0.000 -0.06
C -0.148003 -0.499783 -5.057178 0.019 0.007 0.004 -0.06
C -0.099688 0.163958 -3.843047 0.061 -0.111 0.039 -0.06
C -1.162820 1.162295 1.535977 -0.074 0.075 -0.226 -0.43
N -1.741189 0.619413 0.468499 0.141 -0.141 0.051 0.03
C -3.076191 0.477938 0.751241 -0.008 0.010 0.097 -0.16
C -3.303242 0.943815 2.030123 0.020 0.007 -0.072 -0.10
N -2.082363 1.376878 2.499979 0.023 -0.087 -0.062 -0.04
C -1.845582 1.977935 3.808418 -0.002 0.024 0.025 0.01
C -4.518812 1.024467 2.861777 -0.021 0.008 0.010 -0.22
C -5.027215 -0.126045 3.460314 0.018 0.002 0.003 -0.03
C -6.168013 -0.053917 4.244414 -0.003 -0.009 0.007 -0.06
C -6.803325 1.165765 4.434445 -0.007 -0.002 0.008 -0.06
C -6.298430 2.314612 3.842214 -0.009 0.010 0.003 -0.05
C -5.157198 2.246481 3.057544 0.004 -0.007 -0.016 -0.03
C -4.006403 -0.056163 -0.257689 -0.028 -0.019 -0.008 -0.15
C -5.385775 -0.110974 -0.048290 0.023 -0.004 -0.011 0.00
C -6.228288 -0.599593 -1.035207 0.004 0.009 -0.011 -0.05
C -5.721126 -1.033357 -2.252056 -0.005 0.009 0.003 -0.06
C -4.353640 -0.979007 -2.479070 -0.007 -0.059 0.019 -0.06
C -3.518080 -0.496750 -1.486779 0.075 -0.172 0.087 -0.06
H 2.684845 1.805678 3.415894 0.001 -0.004 0.011 0.07
H 4.065100 0.714910 3.656657 -0.004 0.007 0.001 0.11
H 2.531051 0.390491 4.481028 0.012 0.009 0.006 0.10
H 5.605241 -1.515943 0.848578 -0.002 0.004 0.001 0.13
H 7.629425 -2.469259 1.893753 0.001 -0.001 0.000 0.11
H 7.570500 -3.219332 4.246735 0.003 0.002 0.002 0.11
H 5.485917 -3.018781 5.557122 0.001 -0.002 0.001 0.11
H 3.458491 -2.081049 4.515560 -0.003 0.003 0.001 0.12
H 2.614123 -1.497832 -1.817381 0.040 -0.009 0.006 0.11
H 3.225660 -3.327766 -3.348756 -0.002 -0.002 -0.009 0.12
H 3.856846 -5.540620 -2.444099 -0.008 -0.005 -0.005 0.12
H 3.832879 -5.931371 -0.005290 0.004 -0.006 0.001 0.12
H 3.178674 -4.117781 1.532244 0.024 0.011 0.012 0.12
H 1.007792 5.397971 -0.464464 0.005 -0.002 0.010 0.11
H 2.452896 4.647866 0.235799 -0.007 0.007 0.000 0.10
H 0.884113 4.491890 1.056185 0.010 0.006 -0.002 0.07
H -0.523365 4.432003 -3.781317 -0.003 -0.004 -0.002 0.13
H -0.012852 6.349552 -5.254209 -0.001 0.001 -0.001 0.11
H 2.231575 7.380171 -5.207449 0.001 0.003 -0.001 0.11
H 3.967989 6.496094 -3.688813 0.002 0.001 -0.002 0.11
H 3.468757 4.573489 -2.228292 0.001 -0.004 0.001 0.12
H 2.126488 2.585809 -4.608191 0.004 0.002 0.003 0.12
H 2.020574 1.443510 -6.772627 -0.002 0.001 -0.004 0.12
H 0.569620 -0.535187 -7.077486 0.003 -0.002 -0.003 0.11
H -0.770903 -1.377056 -5.168539 -0.004 -0.003 -0.001 0.11
H -0.705518 -0.234497 -3.034391 -0.163 0.146 -0.073 0.04
H -2.627802 1.648775 4.486493 0.007 0.004 0.001 0.10
H -1.865699 3.064459 3.740597 -0.004 -0.006 0.006 0.11
H -0.881600 1.652224 4.191043 -0.001 0.014 0.000 0.08
H -4.530051 -1.075825 3.301214 -0.003 0.001 -0.005 0.11
H -6.562627 -0.948082 4.707701 -0.002 -0.003 0.001 0.11
H -7.694239 1.220709 5.045165 -0.004 0.000 0.000 0.12
H -6.796305 3.263606 3.987516 -0.001 0.003 0.001 0.11
H -4.770683 3.139988 2.581904 0.002 0.000 -0.001 0.12
H -5.810574 0.236333 0.881346 -0.006 0.006 0.016 0.11
H -7.294187 -0.630615 -0.853719 -0.002 -0.002 0.002 0.12
H -6.386276 -1.404252 -3.019620 -0.003 0.000 -0.003 0.12
H -3.939085 -1.309753 -3.422110 0.002 0.002 -0.004 0.12
H -2.452169 -0.478546 -1.694006 -0.050 0.158 -0.138 0.06
S 0.197562 -5.147197 -1.445659 -0.051 -0.049 -0.056 0.78
C -0.005762 -3.597420 -1.672855 -0.156 -0.067 -0.108 -0.88
N -0.190646 -2.430651 -1.828263 -0.039 0.089 -0.299 -0.03
C -2.913071 -3.977779 0.002262 -0.014 0.042 0.072 -0.22
S -2.377080 -2.875518 1.298914 0.079 -0.052 0.012 0.95
C -1.566166 -4.078117 2.338085 0.006 0.014 -0.001 -0.21
O -1.199133 -2.074864 0.736258 0.046 0.108 -0.082 -0.61
H -2.053933 -4.524234 -0.386892 -0.052 0.012 -0.001 -0.01
H -3.394867 -3.380648 -0.767207 -0.026 0.068 -0.060 0.06
H -3.640052 -4.661059 0.443114 -0.023 0.032 0.021 0.08
H -2.321227 -4.761769 2.725523 0.003 -0.001 -0.010 0.07
H -1.100961 -3.539794 3.161041 0.000 0.002 -0.002 0.06
H -0.820237 -4.606220 1.743764 -0.009 0.006 -0.007 0.06
```
Positions in Å, forces in eV/Å.

Values from the calculation:
Spin multiplicity ... 1
Kohn-Sham gap ... 7.56 eV
Maximum force ... 0.8 eV/A
Charge ... +2
Highest occupied orbital energy ... -12.64 eV
DFT total energy ... -117749.45443 eV

# 4
Below is 2 unconnected molecules or ions with the total composition C5H9P in a non-equilibrium geometry, with properties calculated with ωB97M-V with the def2-TZVPD basis set.

Geometry as XYZ:
```
15
Properties=species:S:1:pos:R:3:forces:R:3:lowdin_charge:R:1
C -0.567399 1.209631 -0.416420 2.984 -0.319 0.596 -0.01
C -0.161608 0.161677 0.251535 -2.384 -1.890 1.372 -0.24
C 1.270117 -0.079506 0.530850 0.861 -0.861 -2.283 -0.24
C 1.999271 -0.721689 -0.771050 0.019 2.612 0.678 -0.09
H 0.246917 1.850548 -0.658020 0.014 1.134 -0.781 0.06
H -1.527737 1.304272 -0.705508 -2.925 0.840 -0.879 -0.02
H -1.047695 -0.489181 0.621093 2.353 0.429 -0.752 0.05
H 1.712458 0.901632 0.619569 0.476 0.129 0.616 0.09
H 1.476462 -0.742734 1.343754 0.025 -0.045 0.790 0.09
H 3.077995 -0.936033 -0.508401 -1.132 0.427 -0.620 0.07
H 1.515797 -1.617118 -1.074052 -0.415 -0.857 -0.241 0.04
H 1.840952 0.072981 -1.609336 0.748 -1.562 1.310 0.09
C -3.160698 -0.416462 0.857114 0.857 1.062 2.961 -0.61
P -4.089579 -0.269394 -0.343909 -0.081 -0.292 -0.280 0.70
H -2.585254 -0.228621 1.862780 -1.401 -0.808 -2.488 0.02
```
Positions in Å, forces in eV/Å.

Values from the calculation:
Spin multiplicity ... 1
Kohn-Sham gap ... 9.86 eV
ΔE to the lowest compared entry with this formula, charge and spin ... 2.465 eV
Maximum force ... 3.3 eV/A
Highest occupied orbital energy ... -9.44 eV
SMILES ... C=CCC.C#P
DFT total energy ... -14615.85444 eV